1.
DFT (ωB97M-V/def2-TZVPD) results for a 2-piece molecular cluster, C6H15BBr4O4PS overall in a non-equilibrium geometry.

Values from the calculation:
- HOMO energy (eV) = -4.77
- HOMO-LUMO gap (Ha) = 0.262
- F_max (eV/Å) = 4.913
- LUMO energy (eV) = 2.4

```
! wB97M-V def2-TZVPD RIJCOSX def2/J DEFGRID3
* xyz -1 1
Br 2.86199 -3.34315 -2.47721
Br -3.56936 -0.19881 4.17513
Br -3.58898 -0.04345 0.47524
Br 5.56094 -4.82565 -0.43624
S -2.75344 2.85212 -0.74167
P 2.02051 1.47299 -1.53903
O -0.77577 1.23090 -1.93629
O 2.85042 0.64107 -0.26221
O 2.70483 3.06318 -1.46343
O -1.39271 0.40187 0.12077
C 5.35806 -3.00734 -1.11175
C -0.26831 1.27223 0.41312
C -5.06398 -0.33886 2.92918
C 3.92276 -2.55217 -1.04701
C 0.21138 1.76812 -1.03892
C -4.68067 -1.11947 1.69559
B -1.97896 1.12542 -1.06592
H -2.90718 0.51765 -1.48921
H 3.06269 1.29147 0.43836
H 5.98415 -2.39312 -0.46439
H 5.76598 -2.99721 -2.12052
H -5.57135 -1.38847 1.12389
H -0.69336 2.05781 1.11776
H 0.10774 2.89025 -1.25701
H -5.84831 -0.85413 3.48651
H 3.43223 -2.80823 -0.11012
H -5.38889 0.67641 2.70916
H 3.85412 -1.47562 -1.20482
H 2.11667 3.51947 -0.82266
H -1.81469 3.84363 -0.92995
H 0.59271 0.74197 0.91491
H -4.11121 -2.02087 1.91873
*
```



2.
DFT (ωB97M-V/def2-TZVPD) results for one molecule with the formula C6H15BI2O5P2 in a non-equilibrium geometry.

Values from the calculation:
- HOMO energy (eV) = -8.92
- HOMO-LUMO gap (Ha) = 0.297
- F_max (eV/Å) = 4.715
- LUMO energy (eV) = -0.8
- SMILES = CCO[PH](B(C)O)(/C(I)=C(/C)I)P(=O)(O)O

```
! wB97M-V def2-TZVPD RIJCOSX def2/J DEFGRID3
* xyz 0 1
I -1.21023 3.11154 -0.89512
I -2.40575 -0.93584 1.98434
P -0.66326 -0.71767 -2.06244
P 0.22329 -0.11921 -0.13536
O -1.17745 0.40974 -2.93309
O 0.36418 -1.76435 -2.95589
O -2.02737 -1.69564 -1.67495
O 0.92779 0.15991 1.43636
O 2.54035 1.63342 -0.02847
C -1.40165 0.43176 0.58761
C -3.46071 1.95044 1.08289
C 1.95961 1.11811 -2.48923
C -2.06893 1.62358 0.37969
C 1.79852 -0.88865 1.87099
C 1.05732 -2.03583 2.71066
B 1.65726 0.92509 -0.92048
H -1.67097 -2.52752 -1.30060
H 0.72225 -1.62371 3.70497
H 1.82738 -2.82931 2.92785
H 0.22557 -2.52549 2.13171
H -4.27539 1.28668 0.66099
H -3.39931 1.86403 2.20428
H 2.89274 1.76083 -2.59797
H -3.68530 3.03147 0.84800
H 2.08902 2.40580 0.35023
H 2.46991 -1.31205 1.06389
H 1.14759 1.69610 -3.03420
H 2.50687 -0.40978 2.62086
H 0.27290 -2.65004 -2.56179
H 0.54989 -1.52358 0.05283
H 2.21384 0.15017 -3.02854
*
```